i) Molecular formula: C4H8N2
Method: DFT, wB97M-V/def2-TZVPD

Output
- Kohn-Sham gap (eV) = 10.287
- SMILES = CNCCC#N

Last column: Löwdin charge in e.
Positions of all 14 atoms, in Å:
C1 -1.7726 -0.6398 0.1979  -0.20
C2 0.1465 0.7693 0.2222  -0.22
C3 1.2266 -0.1616 -0.5468  -0.19
C4 2.6015 0.0030 -0.2109  -0.24
H1 -1.4129 -1.5260 -0.3968  0.09
H2 -1.4964 -0.8907 1.2637  0.09
H3 -2.8773 -0.6529 0.2105  0.09
H4 -1.8259 1.3487 -0.0771  0.13
H5 0.4752 0.7227 1.3661  0.15
H6 0.4696 1.7800 -0.0643  0.10
H7 1.0838 0.0540 -1.6276  0.12
H8 0.9858 -1.1883 -0.4505  0.09
N1 -1.2095 0.5269 -0.2724  -0.15
N2 3.6057 -0.1452 0.3862  0.14

ii) Molecular formula: C4H8N2
Method: DFT, wB97M-V/def2-TZVPD

Output
- Kohn-Sham gap (eV) = 8.451
- SMILES = C=N/C(C)=C/N

Last column: Löwdin charge in e.
Positions of all 14 atoms, in Å:
C1 1.5594 -0.3987 -0.3247  -0.04
C2 0.3033 0.1052 0.3258  -0.43
N1 -1.2443 -1.7256 -0.2866  0.04
C3 -0.9113 -0.5149 0.2768  -0.19
C4 -0.4118 2.1857 0.2520  -0.02
N2 0.3512 1.3406 0.8995  0.01
H1 -0.4924 -2.2396 -0.7329  0.08
H2 -1.9110 -2.2726 0.2491  0.08
H3 -1.6884 -0.1728 0.9584  0.11
H4 2.2132 -0.8453 0.4310  0.08
H5 1.3793 -1.1509 -1.0984  0.07
H6 2.1061 0.4165 -0.8090  0.08
H7 -0.5476 3.1970 0.6613  0.06
H8 -0.7058 2.0753 -0.8024  0.08

We find i) to be the most stable, with the next structure 5.9 kcal/mol higher.

i) Molecular formula: C4H8N2
Method: DFT, wB97M-V/def2-TZVPD

Output
- Kohn-Sham gap (eV) = 8.111
- SMILES = CC(=C=N)CN

Last column: Löwdin charge in e.
Positions of all 14 atoms, in Å:
C1 -0.6569 -1.3106 0.6286  -0.07
C2 0.2149 -0.1064 0.4214  -0.30
N1 -0.9174 0.3633 -1.7593  -0.01
C3 -0.0472 0.8467 -0.7100  -0.29
C4 1.3059 0.0994 1.1187  -0.18
N2 2.1865 0.1962 1.8980  0.16
H1 -1.7911 -0.0043 -1.3892  0.06
H2 -1.1478 1.1187 -2.4023  0.07
H3 2.9334 0.8178 1.5727  0.10
H4 -0.4256 1.7987 -0.3228  0.10
H5 0.9954 1.0495 -1.1071  0.12
H6 -1.6986 -1.0058 0.7729  0.08
H7 -0.6093 -1.9849 -0.2325  0.08
H8 -0.3424 -1.8783 1.5109  0.08

ii) Molecular formula: C4H8N2
Method: DFT, wB97M-V/def2-TZVPD

Output
- Kohn-Sham gap (eV) = 10.467
- SMILES = C1N[C@H]1[C@H]1CN1

Last column: Löwdin charge in e.
Positions of all 14 atoms, in Å:
C1 1.8253 -0.1380 -0.0664  -0.15
N1 1.0955 -1.3746 0.2159  0.02
C2 0.6075 -0.4743 -0.8234  -0.31
C3 -0.6060 0.3914 -0.6224  -0.17
C4 -1.7002 -0.0559 0.2442  -0.21
N2 -0.9010 0.9611 0.8778  -0.01
H1 2.8032 -0.2568 -0.5199  0.10
H2 1.7224 0.6758 0.6476  0.10
H3 0.5540 -1.2577 1.0703  0.08
H4 0.7353 -0.8906 -1.8281  0.14
H5 -0.4629 1.4596 -0.7066  0.12
H6 -1.4931 -0.9960 0.7519  0.10
H7 -2.7451 0.1171 0.0332  0.10
H8 -1.4349 1.8389 0.7259  0.09

We find i) to be the most stable, with the next structure 24.0 kcal/mol higher.

i) Molecular formula: C4H8N2
Method: DFT, wB97M-V/def2-TZVPD

Output
- Kohn-Sham gap (eV) = 7.568

Last column: Löwdin charge in e.
Positions of all 14 atoms, in Å:
C1 -0.4557 1.6804 0.1997  -0.11
N1 -0.4282 0.2140 -0.3743  -0.29
C2 -1.0522 -0.9069 0.3846  -0.03
C3 0.9195 -0.1217 -0.8774  -0.16
C4 1.8499 -0.3927 0.2302  -0.20
N2 2.5812 -0.6424 1.0891  0.17
H1 -1.3581 1.6539 0.8372  -0.02
H2 -0.9797 0.5371 -1.1588  0.12
H3 0.4004 1.7225 0.8828  -0.02
H4 -0.5281 -1.0104 1.3395  0.10
H5 -1.0140 -1.8572 -0.1642  0.09
H6 -2.0914 -0.6396 0.5765  0.09
H7 1.2543 0.7613 -1.4270  0.13
H8 0.9021 -0.9982 -1.5378  0.13

ii) Molecular formula: C4H8N2
Method: DFT, wB97M-V/def2-TZVPD

Output
- Kohn-Sham gap (eV) = 8.013

Last column: Löwdin charge in e.
Positions of all 14 atoms, in Å:
C1 -1.7425 0.3110 -0.1527  -0.07
C2 -0.5118 -0.5585 -0.0733  -0.28
C3 0.8111 0.0691 -0.0934  -0.44
N1 1.9167 -0.7329 -0.5022  0.03
C4 0.9436 1.4026 0.3593  -0.25
N2 1.0527 2.4965 0.7508  0.11
H1 -1.7886 0.6960 -1.1769  0.10
H2 -1.6612 1.1673 0.5211  0.08
H3 -2.6536 -0.2498 0.0698  0.08
H4 -0.8357 -1.2339 1.1892  0.19
H5 -0.5224 -1.4943 -0.6288  0.13
H6 0.0410 -0.7206 1.0286  0.16
H7 2.2491 -0.4823 -1.4288  0.08
H8 2.7015 -0.6701 0.1372  0.08

iii) Molecular formula: C4H8N2
Method: DFT, wB97M-V/def2-TZVPD

Output
- Kohn-Sham gap (spin up / spin down) (eV) = 7.868 / 7.573

Last column: Löwdin charge in e.
Positions of all 14 atoms, in Å:
C1 0.2605 0.3954 0.6206  -0.22
N1 0.1810 0.3548 -0.6843  0.00
C2 2.4969 0.3783 0.1147  -0.14
C3 -1.9656 0.2815 -0.2332  -0.06
C4 -2.4164 -0.9504 -0.1072  -0.09
N2 3.1016 -0.6015 -0.3436  0.03
H1 0.1869 1.2917 -1.0861  0.07
H2 2.5053 -1.3317 -0.7436  0.05
H3 0.1422 1.3030 1.2133  0.09
H4 0.2578 -0.5487 1.1579  0.08
H5 3.0327 1.2385 0.5392  0.05
H6 -2.5683 1.1819 -0.3245  0.04
H7 -1.7352 -1.7964 -0.0391  0.05
H8 -3.4794 -1.1963 -0.0841  0.05

iv) Molecular formula: C4H8N2
Method: DFT, wB97M-V/def2-TZVPD

Output
- Kohn-Sham gap (eV) = 10.138

Last column: Löwdin charge in e.
Positions of all 14 atoms, in Å:
C1 -1.8510 0.6079 0.2570  -0.24
C2 -0.5971 -1.1207 -0.0902  -0.19
C3 1.1713 0.7851 -0.3699  -0.14
C4 1.8112 -0.4091 0.1499  -0.31
H1 -2.9016 0.9216 -0.2774  0.11
H2 -0.9153 1.1687 -0.4313  0.12
H3 -1.8341 0.4719 1.5226  0.16
H4 -0.4035 -2.1084 -0.7728  0.15
H5 0.8989 0.8234 -1.4507  0.11
H6 1.4094 1.8400 0.1836  0.16
H7 2.0744 -1.7300 -0.2337  0.20
H8 2.4070 -0.2845 1.1424  0.12
N1 -1.7961 -0.6532 -0.1222  -0.12
N2 0.5264 -0.3127 0.4927  -0.14

We find i) to be the most stable, with the next structure 24.5 kcal/mol higher.

i) Molecular formula: C4H8N2
Method: DFT, wB97M-V/def2-TZVPD

Output
- Kohn-Sham gap (eV) = 10.237
- SMILES = [H]/N=C(C)/C=N/C

Last column: Löwdin charge in e.
Positions of all 14 atoms, in Å:
C1 -2.3673 -0.1864 -0.0641  -0.13
C2 1.2978 1.2460 -0.1063  -0.03
C3 1.2755 -0.4556 0.0048  -0.35
C4 -0.1126 -0.8465 0.1372  -0.16
N1 -0.9623 0.0905 -0.0070  -0.03
N2 2.2133 -1.2431 0.2971  0.13
H1 3.1458 -0.8434 0.1863  0.06
H2 -0.3535 -1.9136 0.1070  0.12
H3 -2.8225 0.5269 -0.7532  0.07
H4 -2.8184 -0.0356 0.9194  0.08
H5 -2.5997 -1.2019 -0.4084  0.07
H6 2.2647 1.4873 -0.5395  0.04
H7 1.2448 1.5600 0.9324  0.06
H8 0.5944 1.8154 -0.7059  0.05

ii) Molecular formula: C4H8N2
Method: DFT, wB97M-V/def2-TZVPD

Output
- Kohn-Sham gap (eV) = 10.223
- SMILES = [H]/N=C\C/C(C)=N/[H]

Last column: Löwdin charge in e.
Positions of all 14 atoms, in Å:
C1 -0.2420 -0.5600 0.9552  -0.12
C2 -0.5722 -1.7195 -0.0465  -0.24
C3 -0.1188 0.6558 0.0660  -0.48
C4 1.2386 1.3414 0.0359  -0.05
N1 -1.0644 -1.8034 -1.1968  0.12
N2 -1.0408 0.9698 -0.7362  0.12
H1 -1.1522 -0.4850 1.5417  0.11
H2 0.7554 -0.7700 1.5795  0.15
H3 -0.4334 -2.6832 0.4466  0.09
H4 1.2813 2.1869 -0.6343  0.06
H5 2.1020 0.4958 -0.1752  0.14
H6 1.3352 1.5963 1.1064  0.07
H7 -1.2441 -0.9348 -1.5512  -0.03
H8 -0.8447 1.7098 -1.3910  0.06

We find ii) to be the most stable, with the next structure 1.6 kcal/mol higher.

i) Molecular formula: C5H12N2O
Method: DFT, wB97M-V/def2-TZVPD

Output
- Kohn-Sham gap (eV) = 9.850
- SMILES = NCCNCCC=O

Last column: Löwdin charge in e.
Positions of all 20 atoms, in Å:
C1 -1.2424 -1.0787 0.2720  -0.26
N1 0.2272 -1.1358 0.1953  -0.07
C2 0.7317 0.0908 0.9869  -0.20
C3 2.2946 0.2690 0.7867  -0.13
C4 2.5659 0.7303 -0.5876  -0.31
O1 1.8200 1.4166 -1.2079  0.08
C5 -1.9920 0.3489 -0.0807  -0.26
N2 -2.0496 0.6165 -1.5279  -0.04
H1 -1.6499 -1.4784 1.2407  0.10
H2 -1.7385 -1.8925 -0.4346  0.13
H3 0.4216 -0.9829 -0.8123  0.09
H4 0.4981 -0.2312 2.0783  0.14
H5 0.1302 0.9260 0.8363  0.04
H6 2.5303 1.0640 1.5223  0.13
H7 2.7399 -0.7060 1.0591  0.12
H8 3.4495 0.2441 -1.0115  0.12
H9 -1.4998 1.3284 0.4170  0.12
H10 -3.0433 0.1041 0.3284  0.11
H11 -1.3325 -0.0127 -2.0233  0.09
H12 -2.8609 0.3793 -2.0371  0.03

ii) Molecular formula: C5H12N2O
Method: DFT, wB97M-V/def2-TZVPD

Output
- Kohn-Sham gap (spin up / spin down) (eV) = 7.286 / 7.285

Last column: Löwdin charge in e.
Positions of all 20 atoms, in Å:
C1 2.3428 -1.1487 0.2176  -0.09
C2 1.9053 0.2709 0.1806  -0.27
C3 2.5278 1.3148 -0.3402  0.03
O1 -0.0065 0.4349 0.4492  -0.20
H1 0.8958 0.4658 1.0866  0.05
H2 2.3977 -1.5146 1.2460  0.08
H3 3.3270 -1.2743 -0.2438  0.08
H4 1.6157 -1.7716 -0.3079  0.08
H5 2.0661 2.2931 -0.3800  0.06
H6 3.5170 1.2222 -0.7815  0.07
N1 -2.1598 -1.5776 0.2095  0.05
N2 -2.2725 0.9997 -1.2409  0.04
C4 -2.0946 -0.3336 0.7922  -0.25
C5 -2.1330 0.8624 0.1403  -0.26
H7 -1.5110 -2.3097 0.4544  0.08
H8 -2.3492 -1.6740 -0.7769  0.07
H9 -1.6672 0.3683 -1.7531  0.08
H10 -2.0796 1.9422 -1.5483  0.08
H11 -2.0812 -0.3326 1.8705  0.11
H12 -2.2406 1.7625 0.7256  0.11

iii) Molecular formula: C5H12N2O
Method: DFT, wB97M-V/def2-TZVPD

Output
- Kohn-Sham gap (eV) = 7.673
- SMILES = [H]/N=N\C=C.CC(C)O

Last column: Löwdin charge in e.
Positions of all 20 atoms, in Å:
C1 1.9516 0.3268 0.2646  -0.49
C2 0.7925 1.4654 -0.3726  -0.03
C3 1.9725 -0.8585 -0.6917  -0.08
O1 1.7040 -0.0268 1.5456  -0.14
H1 0.6540 -0.4276 1.6966  0.09
H2 2.8796 0.9102 0.2214  0.12
H3 2.2143 -0.5371 -1.7069  0.07
H4 2.7260 -1.5707 -0.3641  0.07
H5 -0.1100 0.9546 -0.6809  0.00
H6 0.5538 2.2130 0.3740  0.05
H7 1.2757 1.8819 -1.2510  0.05
H8 1.0010 -1.3423 -0.6910  0.05
C4 -2.4357 -0.3221 0.2140  -0.23
C5 -2.7660 -0.1757 -1.0741  0.08
N1 -1.2173 -0.8646 0.5458  -0.05
N2 -0.8204 -0.8721 1.7288  0.09
H9 -1.4826 -0.5120 2.4443  0.10
H10 -3.1072 -0.0193 1.0257  0.11
H11 -3.7021 0.2620 -1.3778  0.06
H12 -2.0838 -0.4849 -1.8508  0.07

We find i) to be the most stable, with the next structure 24.5 kcal/mol higher.

i) Molecular formula: C5H12N2O
Method: DFT, wB97M-V/def2-TZVPD

Output
- Kohn-Sham gap (eV) = 9.052
- SMILES = C=C(N)C[C@H](N)CO

Last column: Löwdin charge in e.
Positions of all 20 atoms, in Å:
C1 -1.5266 0.2896 -1.3280  -0.21
O1 -1.8593 -0.9582 -0.7574  -0.07
C2 -0.1065 0.8137 -1.0549  -0.35
C3 0.9472 -0.2125 -0.5971  -0.11
C4 0.8914 -0.6333 0.8596  -0.43
C5 0.2130 -1.6788 1.3234  0.01
N1 1.7865 0.0792 1.6657  0.08
N2 -0.1175 1.9137 -0.0706  0.03
H1 -2.2303 1.0613 -1.0004  0.11
H2 -1.6768 0.1534 -2.3972  0.12
H3 0.2708 1.2194 -1.9999  0.13
H4 1.9096 0.2475 -0.7811  0.11
H5 0.8924 -1.1167 -1.1952  0.12
H6 0.0799 -1.9412 2.3690  0.05
H7 -0.3653 -2.3254 0.6758  0.05
H8 1.6456 -0.1451 2.6428  0.08
H9 1.7716 1.0758 1.4984  0.07
H10 -1.8099 -0.8821 0.2041  0.07
H11 0.4796 2.6783 -0.3577  0.07
H12 -1.0227 2.3259 0.1200  0.07

ii) Molecular formula: C5H12N2O
Method: DFT, wB97M-V/def2-TZVPD

Output
- Kohn-Sham gap (eV) = 9.710
- SMILES = NCCNCCC=O

Last column: Löwdin charge in e.
Positions of all 20 atoms, in Å:
C1 -1.4500 -0.5967 0.6189  -0.22
N1 -0.0051 -0.6401 0.3799  -0.08
C2 0.7662 0.4102 1.0536  -0.24
C3 2.2499 0.2481 0.7462  -0.14
C4 2.6595 -0.0614 -0.6782  -0.25
O1 2.0003 0.0613 -1.6731  0.06
C5 -2.3290 0.2237 -0.3809  -0.23
N2 -1.9558 0.1042 -1.8484  -0.01
H1 -1.5379 -0.2660 1.6596  0.10
H2 -1.8455 -1.6126 0.6414  0.10
H3 0.1920 -0.5229 -0.5861  0.04
H4 0.5179 0.3605 2.1129  0.11
H5 0.3918 1.4212 0.7781  0.12
H6 2.7072 1.2217 0.9646  0.12
H7 2.6589 -0.4650 1.4635  0.12
H8 3.7303 -0.3536 -0.6816  0.12
H9 -2.3936 1.2726 -0.1086  0.09
H10 -3.3187 -0.2277 -0.4630  0.10
H11 -0.9809 0.3204 -1.9860  0.03
H12 -2.0578 -0.8978 -2.0129  0.06

We find i) to be the most stable, with the next structure 5.8 kcal/mol higher.